[1]
{"formula": "C7H10", "method": "ωB97M-V/def2-TZVPD", "symbols": ["C", "C", "C", "C", "C", "C", "C", "H", "H", "H", "H", "H", "H", "H", "H", "H", "H"], "coordinates": [[1.492436, 0.391361, 1.525128], [1.987678, 0.194697, 0.430085], [1.591971, -0.305297, -0.876296], [0.169585, -0.877114, -0.492480], [-1.110284, -0.822094, -1.173544], [-0.655005, -0.226872, 0.543145], [-1.130182, 1.218952, 0.594296], [1.376318, 0.680243, 2.538521], [1.583906, 0.472919, -1.647921], [2.207607, -1.138528, -1.233396], [0.327733, -1.911199, -0.177183], [-1.524430, -1.730478, -1.641873], [-1.505819, 0.094773, -1.597663], [-0.959019, -0.812730, 1.411850], [-2.220783, 1.192883, 0.511597], [-0.900762, 1.767562, 1.519684], [-0.730949, 1.810929, -0.233955]], "forces_ev_per_a": [[1.93, 0.48, 0.17], [-0.49, 0.05, 0.55], [-0.31, -0.10, -0.11], [0.80, -0.04, -0.12], [-0.39, 0.25, 0.75], [-1.92, -0.83, -1.54], [-0.07, -0.05, -0.26], [-0.15, 0.02, 0.23], [-0.13, -0.12, 0.18], [-0.01, 0.26, 0.01], [0.14, 0.11, -0.02], [-0.09, 0.37, 0.85], [0.40, -0.02, -0.13], [0.04, -0.13, -0.44], [0.09, 0.28, 0.00], [0.19, -0.45, -0.18], [-0.03, -0.07, 0.07]], "de_lowest_kj_mol": 481.2, "homo_lumo_gap_ev": 9.48, "homo_energy_ev": -8.40, "multiplicity": 1}


[2]
{"formula": "C7H10", "method": "ωB97M-V/def2-TZVPD", "symbols": ["C", "C", "C", "C", "C", "C", "C", "H", "H", "H", "H", "H", "H", "H", "H", "H", "H"], "coordinates": [[1.300975, 1.274564, -0.716350], [0.437611, 1.053987, 0.505320], [0.263102, -0.287511, 1.176201], [0.446485, -1.475357, 0.289043], [-0.505769, -1.554432, -0.643439], [-1.560381, -0.482426, -0.460361], [-0.943751, 0.434767, 0.597319], [1.029290, 2.204621, -1.227161], [2.352853, 1.363216, -0.412033], [1.230728, 0.452550, -1.432659], [0.549805, 1.863588, 1.228727], [0.448064, -0.378847, 2.244324], [1.289653, -2.154912, 0.385018], [-0.541319, -2.299689, -1.433562], [-1.893061, 0.008777, -1.381523], [-2.483068, -0.934168, -0.057564], [-1.639004, 0.949474, 1.253489]], "forces_ev_per_a": [[-0.05, -0.05, -0.07], [0.02, 0.10, 0.00], [0.06, -0.12, 0.14], [-0.12, 0.02, -0.13], [0.10, -0.04, 0.13], [0.02, 0.01, 0.06], [-0.21, 0.05, 0.05], [-0.01, -0.14, 0.04], [-0.20, -0.03, -0.06], [-0.04, 0.10, 0.07], [-0.08, -0.15, -0.11], [-0.05, 0.02, -0.18], [-0.16, 0.09, -0.05], [-0.02, 0.10, 0.13], [0.37, 0.07, 0.00], [0.25, 0.07, 0.01], [0.12, -0.10, -0.03]], "de_lowest_kj_mol": 117.6, "homo_lumo_gap_ev": 9.96, "homo_energy_ev": -8.78, "multiplicity": 1}


[3]
{"formula": "C7H10", "method": "ωB97M-V/def2-TZVPD", "symbols": ["C", "C", "C", "C", "C", "C", "C", "H", "H", "H", "H", "H", "H", "H", "H", "H", "H"], "coordinates": [[-2.120963, 0.834194, 0.187774], [-1.755955, -0.415928, -0.032996], [-0.871060, -0.774349, -1.147907], [0.507950, -0.836583, -0.466108], [0.998778, 0.496140, 0.029567], [2.187822, 0.458549, 0.838689], [3.122145, 0.447109, 1.598773], [-2.219719, 1.587119, -0.577852], [-2.721450, 1.011125, 1.049155], [-0.032372, 1.070512, 0.709486], [-1.981032, -1.179668, 0.706959], [-1.140665, -1.733170, -1.587874], [-0.895609, -0.009311, -1.934284], [0.530976, -1.620692, 0.304176], [1.110020, 1.181802, -0.817285], [1.362034, -0.980766, -1.140921], [3.919095, 0.463912, 2.280649]], "forces_ev_per_a": [[-1.76, -0.37, -0.02], [-0.55, 0.17, -0.14], [0.58, -0.23, -0.13], [1.30, -0.15, -0.70], [-3.72, 2.59, 2.17], [0.44, 0.11, 0.84], [-0.82, -0.01, -0.75], [0.82, 0.23, -0.16], [-0.26, 0.38, 0.72], [3.48, -1.55, -1.74], [0.21, 0.05, 0.05], [0.16, -0.09, -0.05], [0.07, -0.12, 0.15], [0.02, 0.33, -0.14], [0.11, -0.10, 0.07], [-0.57, -1.19, -0.48], [0.49, -0.04, 0.31]], "de_lowest_kj_mol": 356.5, "homo_lumo_gap_ev": 10.15, "homo_energy_ev": -8.98, "multiplicity": 1}


[4]
{"formula": "C7H10", "method": "ωB97M-V/def2-TZVPD", "symbols": ["C", "C", "C", "C", "C", "C", "C", "H", "H", "H", "H", "H", "H", "H", "H", "H", "H"], "coordinates": [[1.491047, -0.516036, 0.172427], [0.818130, -0.073234, -0.911877], [-0.500657, -0.228667, -1.651077], [-1.530702, -0.339339, -0.559058], [-0.965400, 1.015515, -0.868036], [0.479711, 1.257172, -0.351383], [1.163470, 0.755819, 0.963935], [1.893317, -1.476095, 0.478981], [-0.699373, -0.516998, -2.678521], [-2.556606, -0.480546, -0.892830], [-1.286721, -0.858597, 0.365886], [-1.612518, 1.813215, -1.222933], [0.928605, 2.139846, -0.815093], [0.429167, 0.548808, 1.753775], [1.970583, 1.370421, 1.379752], [0.023060, -1.883285, 2.600007], [-0.045114, -2.527998, 2.236046]], "forces_ev_per_a": [[-0.13, 0.01, -0.22], [0.23, -0.11, 0.31], [-0.03, -0.18, -0.32], [-0.11, -0.09, 0.14], [-0.22, 0.26, 0.00], [0.06, 0.15, -0.07], [0.07, 0.07, 0.18], [-0.10, 0.07, -0.03], [0.05, 0.07, 0.19], [0.17, 0.02, 0.03], [0.01, 0.09, -0.17], [0.09, -0.16, 0.06], [-0.08, -0.12, 0.05], [0.13, 0.00, -0.10], [-0.12, -0.07, -0.07], [-0.01, -0.07, -0.02], [-0.01, 0.05, 0.04]], "de_lowest_kj_mol": 523.7, "homo_lumo_gap_ev": 9.78, "homo_energy_ev": -8.64, "multiplicity": 1}


[5]
{"formula": "C7H10", "method": "ωB97M-V/def2-TZVPD", "symbols": ["C", "C", "C", "C", "C", "C", "C", "H", "H", "H", "H", "H", "H", "H", "H", "H", "H"], "coordinates": [[-1.837343, 0.516130, -0.197790], [-1.116945, -0.793617, -0.064486], [0.217167, -0.969462, -0.677035], [1.135095, 0.758165, -0.998438], [1.442997, 0.928285, 0.428153], [1.057034, -0.060002, 1.249881], [0.067496, -1.058138, 0.839199], [-2.204239, 0.619760, -1.224645], [-2.681283, 0.564563, 0.495185], [-1.161767, 1.349304, 0.013116], [-1.769010, -1.670780, -0.122037], [0.569912, -1.906417, -1.127774], [0.922194, 1.776490, -1.469046], [1.887064, 0.331054, -1.651743], [1.865971, 1.827480, 0.868664], [1.600574, -0.274118, 2.153975], [0.015378, -1.942861, 1.488563]], "forces_ev_per_a": [[-0.06, 0.08, 0.05], [-0.02, 0.14, -0.12], [0.00, 0.90, -0.89], [-0.82, -1.54, 0.28], [0.17, -0.38, 0.48], [0.11, 0.54, 0.75], [0.68, 0.21, -0.29], [-0.02, 0.07, 0.16], [0.03, 0.08, -0.09], [-0.14, -0.08, -0.01], [0.23, 0.20, 0.11], [-0.14, 0.94, -0.57], [-1.14, -1.64, 0.13], [0.60, -0.01, 0.45], [0.56, -0.15, -0.37], [-0.34, 0.60, 0.85], [0.29, 0.04, -0.93]], "de_lowest_kj_mol": 387.5, "homo_lumo_gap_ev": 9.10, "homo_energy_ev": -7.99, "multiplicity": 1}


[6]
{"formula": "C7H10", "method": "ωB97M-V/def2-TZVPD", "symbols": ["C", "C", "C", "C", "C", "C", "C", "H", "H", "H", "H", "H", "H", "H", "H", "H", "H"], "coordinates": [[-2.641900, -0.318911, 0.289694], [-1.840988, 0.548587, -0.321842], [-0.395565, 0.797415, -0.015924], [0.346267, -0.099590, 1.010326], [1.456454, -0.274364, -0.008804], [2.701135, -0.724106, 0.057867], [0.625812, 0.356042, -1.110238], [-2.305711, -0.932439, 1.122388], [-3.675422, -0.448106, -0.019484], [-2.240761, 1.137614, -1.149746], [-0.248476, 1.857935, 0.223370], [-0.178085, -1.039440, 1.216681], [0.618733, 0.364192, 1.963637], [3.114649, -1.111833, 0.985971], [3.349848, -0.725210, -0.814927], [1.101559, 1.147493, -1.698418], [0.198249, -0.386700, -1.794491]], "forces_ev_per_a": [[0.07, 0.08, -0.04], [-0.07, -0.09, 0.05], [-0.13, 0.06, 0.04], [-0.02, -0.06, 0.14], [0.26, -0.10, 0.02], [-0.14, 0.05, -0.01], [0.05, 0.02, -0.17], [-0.02, 0.11, -0.12], [0.15, 0.05, 0.03], [0.04, -0.08, 0.11], [-0.03, -0.15, -0.04], [0.08, 0.12, -0.05], [-0.04, -0.08, -0.15], [-0.07, 0.07, -0.12], [-0.10, 0.02, 0.11], [-0.07, -0.13, 0.09], [0.06, 0.09, 0.11]], "de_lowest_kj_mol": 181.3, "homo_lumo_gap_ev": 10.47, "homo_energy_ev": -9.32, "multiplicity": 1}